Entry 1:
ORCA calculation (ωB97M-V/def2-TZVPD) on a 3-piece molecular cluster, CH7O3 overall at a distorted geometry.

Structure (XYZ):
```
11
Properties=species:S:1:pos:R:3
C -0.4958 1.1925 -1.0116
O -0.4420 0.3386 0.0911
H -0.3703 2.3457 -0.7502
H 0.4292 0.9131 -1.7184
H -1.4648 1.0874 -1.6181
H 0.3812 0.4973 1.3214
H 1.2208 0.1272 2.7093
O 1.1967 0.6900 1.9942
H -0.0858 -1.7957 -1.8730
H -0.3277 -1.3131 -0.5183
O -0.3556 -2.1557 -1.0208
```

Computed properties:
HOMO: -3.66 eV
Calculated total energy: -7293.146 eV
Total charge: -1
Kohn-Sham gap: 8.17 eV

=====

Entry 2:
ORCA calculation (ωB97M-V/def2-TZVPD) on an isolated ion of composition C4H10N3O and charge +1 at a distorted geometry.

Structure (XYZ):
```
18
Properties=species:S:1:pos:R:3
C -1.1500 -1.1624 0.4008
C 0.1436 -0.8583 -0.3654
C 0.2217 1.5422 0.1329
C 2.2956 0.3627 -0.2992
N -3.2426 -0.1363 0.0272
N -2.0697 -0.0991 0.2397
N 0.9163 0.2971 0.2638
O -4.1492 0.5719 -0.3103
H -1.6376 -2.0927 -0.2120
H -0.8553 -1.3042 1.5214
H 0.6318 -1.8447 -0.3355
H 0.0016 -0.3971 -1.2763
H 0.2396 2.2588 -0.6959
H -0.5283 1.8174 0.8407
H 2.1991 0.9413 -1.2613
H 3.0333 0.7605 0.5652
H 2.7847 -0.5749 -0.4674
H 1.1653 -0.0822 1.2315
```

Computed properties:
HOMO (alpha / beta): -12.43 / -13.77 eV
Calculated total energy: -10813.984 eV
Total charge: +1
Kohn-Sham gap (alpha / beta): 7.45 / 9.54 eV

=====

Number 2 is which compound?
C4H10N3O

=====

Which value of calculated total energy does entry 1 give?
-7293.146 eV

=====

The highest total charge belongs to which entry?
C4H10N3O